Formula: C2H3BrO2P
Source: OMol25
Level of theory: ωB97M-V with the def2-TZVPD basis set

Atoms and positions in Å:
O (0.57344, -3.14051, -1.63922)
P (1.54603, -2.14179, -1.31336)
Br (2.32428, -2.53312, 0.75829)
C (0.23599, -0.77115, -0.64452)
C (-0.15295, 0.23580, 0.18582)
O (0.43523, 0.82141, 1.24334)
H (-0.51881, -1.04839, -1.52271)
H (-1.14576, 0.75609, 0.04496)
H (1.09892, 0.16003, 1.67111)

Calculated values
HOMO level, eV: -3.53
Calculated total energy, eV: -85549.956
Total charge: -1
Relative energy (zero: lowest compared OMol25 entry of this formula, charge and spin), kcal/mol: 58.9
Structure (SMILES): [O-]P(Br)/C=C\O
Frontier orbital gap, eV: 7.133
E_LUMO, eV: 3.6

In elementary charge units, the Mulliken charges are: atom 1 (O): -0.493, atom 2 (P): 0.060, atom 3 (Br): -0.414, atom 4 (C): -0.656, atom 5 (C): 0.386, atom 6 (O): -0.503, atom 7 (H): 0.097, atom 8 (H): 0.233, atom 9 (H): 0.291